(a)
ORCA calculation (the ωB97M-V functional and the def2-TZVPD basis) on 2 unconnected molecules or ions with the total composition C3H10NO.

Summary:
HOMO (spin up / spin down)   -2.31 / -8.22 eV
Multiplicity   2
Gap between HOMO and LUMO (spin up / spin down)   0.097 / 0.315 Eh
LUMO level (spin up / spin down)   0.34 / 0.35 eV
⟨S²⟩   0.7527

Atoms and positions in Å:
C -2.512 0.515 -0.595
C -1.212 -0.226 -0.513
C -0.041 0.355 -0.564
N 1.225 -0.372 -0.498
H -2.413 1.592 -0.599
H -3.156 0.203 0.231
H -3.021 0.205 -1.523
H -1.268 -1.273 -0.264
H 0.050 1.414 -0.721
H 1.017 -1.392 -0.404
H 1.752 -0.131 0.404
H 1.822 -0.296 -1.350
H 3.371 -0.213 2.123
H 1.895 -0.339 2.496
O 2.490 -0.042 1.778

=====

(b)
ORCA calculation (the ωB97M-V functional and the def2-TZVPD basis) on 2 unconnected molecules or ions with the total composition C3H10NO.

Summary:
HOMO (spin up / spin down)   -8.55 / -8.54 eV
Multiplicity   2
Gap between HOMO and LUMO (spin up / spin down)   0.347 / 0.254 Eh
LUMO level (spin up / spin down)   0.90 / -1.64 eV
⟨S²⟩   0.7544

Atoms and positions in Å:
C 2.643 0.487 -1.765
O 1.974 0.849 -0.670
H 3.677 0.847 -1.759
H 2.106 0.757 -2.693
H 2.722 -0.584 -2.034
C -1.118 -1.432 1.024
N -1.965 -0.262 1.288
C -1.271 0.958 0.912
H -1.371 -2.236 1.714
H -0.066 -1.159 1.047
H -1.263 -1.868 0.030
H -2.793 -0.326 0.712
H -1.087 0.999 -0.174
H -1.902 1.839 1.047
H -0.285 1.131 1.321

=====

We find (b) to be the most stable, with the next structure 0.0455 hartree higher.

=====

(a)
ORCA calculation (the ωB97M-V functional and the def2-TZVPD basis) on 2 unconnected molecules or ions with the total composition C2O2S.

Summary:
HOMO   -11.39 eV
Multiplicity   1
Gap between HOMO and LUMO   0.389 Eh
LUMO level   -0.81 eV

Atoms and positions in Å:
C 0.343 0.203 0.678
C -0.292 -0.195 -1.302
O -0.227 1.200 0.785
O 0.962 -0.756 0.830
S -1.608 -0.910 -1.573

=====

(b)
ORCA calculation (the ωB97M-V functional and the def2-TZVPD basis) on 2 unconnected molecules or ions with the total composition C2O2S.

Summary:
HOMO   -10.83 eV
Multiplicity   1
Gap between HOMO and LUMO   0.416 Eh
LUMO level   0.48 eV

Atoms and positions in Å:
C -2.103 -0.033 0.216
C 1.103 0.240 0.215
O -1.596 -0.524 -0.647
O 0.422 0.097 1.158
S 2.174 0.220 -0.942

=====

We find (b) to be the most stable, with the next structure 0.0708 hartree higher.

=====

(a)
ORCA calculation (the ωB97M-V functional and the def2-TZVPD basis) on C4H9N3O2 in the gas phase.

Summary:
HOMO (spin up / spin down)   -8.66 / -8.66 eV
Multiplicity   1
Gap between HOMO and LUMO (spin up / spin down)   0.322 / 0.322 Eh
LUMO level (spin up / spin down)   0.11 / 0.11 eV

Atoms and positions in Å:
C 1.369 -1.060 1.007
N -0.567 0.174 -1.860
N 0.788 -0.177 -1.371
C -1.089 -0.237 -0.649
C 0.936 0.248 0.361
N -0.961 1.916 0.416
C -0.744 0.496 0.551
O -1.649 -1.428 -0.578
O 1.598 1.282 0.514
H -1.710 -1.791 -1.479
H -0.590 1.189 -1.931
H 0.961 -1.150 -1.624
H -0.062 2.372 0.598
H -1.668 2.258 1.052
H -1.096 0.019 1.464
H 0.648 -1.867 0.865
H 1.505 -0.885 2.075
H 2.332 -1.359 0.588

=====

(b)
ORCA calculation (the ωB97M-V functional and the def2-TZVPD basis) on a molecular structure, C4H9N3O2.

Summary:
HOMO   -8.47 eV
Multiplicity   1
Gap between HOMO and LUMO   0.307 Eh
LUMO level   -0.12 eV

Atoms and positions in Å:
C 1.189 -0.073 -0.673
C -0.606 0.166 1.527
C 0.610 1.099 0.277
C -0.820 -1.214 -0.162
N 1.757 0.503 -1.830
N -1.861 -1.967 0.132
O -0.340 1.829 -0.496
N 0.080 -1.018 -0.934
O 1.474 1.726 0.890
H -0.116 2.756 -0.333
H 1.946 -0.601 -0.094
H 2.293 -0.143 -2.391
H 1.072 1.002 -2.382
H -1.829 -2.955 -0.075
H -2.516 -1.630 0.824
H -0.300 -0.706 2.109
H -0.339 0.987 2.185
H -1.692 0.238 1.425

=====

We find (a) to be the most stable, with the next structure 0.0064 hartree higher.

=====

(a)
ORCA calculation (the ωB97M-V functional and the def2-TZVPD basis) on 4 unconnected molecules or ions with the total composition C3H14O4.

Summary:
HOMO   -10.46 eV
Multiplicity   1
Gap between HOMO and LUMO   0.410 Eh
LUMO level   0.68 eV

Atoms and positions in Å:
C -2.156 1.084 -0.315
C -1.768 0.097 0.753
C -0.246 -0.125 1.004
O -2.185 -1.224 0.307
H -1.602 2.017 -0.169
H -3.211 1.350 -0.153
H -2.118 0.743 -1.346
H -2.211 0.443 1.691
H 0.202 0.860 1.115
H 0.160 -0.828 0.296
H -0.301 -0.563 2.003
H -3.108 -1.150 0.142
O 4.184 0.767 2.523
H 3.531 1.284 3.013
H 3.698 0.297 1.843
O -2.859 -2.163 -2.361
H -2.242 -2.441 -3.043
H -2.411 -2.452 -1.551
O 4.504 0.591 -1.852
H 5.259 0.280 -1.375
H 4.882 1.132 -2.526

=====

(b)
ORCA calculation (the ωB97M-V functional and the def2-TZVPD basis) on 5 unconnected molecules or ions with the total composition C3H14O4.

Summary:
HOMO   -8.64 eV
Multiplicity   1
Gap between HOMO and LUMO   0.333 Eh
LUMO level   0.43 eV

Atoms and positions in Å:
C 0.445 2.086 0.644
C -0.648 1.430 0.227
C -1.650 0.832 1.140
H 1.206 2.405 -0.051
H 0.689 2.234 1.666
H -0.701 1.235 -0.812
H -1.753 -0.270 1.086
H -1.429 1.017 2.205
H -2.646 1.235 0.885
O -1.205 0.355 -2.422
H -1.430 0.034 -3.307
H -1.799 1.118 -2.408
O 2.502 0.698 0.062
H 3.344 1.013 -0.297
H 2.236 -0.148 -0.302
O 0.101 -2.402 -1.579
H -0.247 -1.549 -1.244
H 0.272 -2.637 -0.645
O 0.739 -2.513 1.544
H 0.414 -3.432 1.601
H 1.562 -2.740 2.006

=====

We find (a) to be the most stable, with the next structure 0.0378 hartree higher.

=====

(a)
ORCA calculation (the ωB97M-V functional and the def2-TZVPD basis) on 2 unconnected molecules or ions with the total composition C8H16N2O4.

Summary:
HOMO   -9.10 eV
Multiplicity   1
Gap between HOMO and LUMO   0.357 Eh
LUMO level   0.60 eV

Atoms and positions in Å:
O 0.734 -1.062 1.254
C 1.126 -0.299 0.404
O 0.574 0.922 0.230
C 2.225 -0.594 -0.619
C 3.370 -1.402 0.024
C 4.506 -0.370 0.223
C 3.865 0.971 -0.151
N 2.886 0.581 -1.164
H -0.130 0.994 0.894
H 1.729 -1.158 -1.420
H 3.684 -2.209 -0.643
H 3.033 -1.856 0.959
H 4.898 -0.368 1.244
H 5.336 -0.585 -0.455
H 4.580 1.691 -0.563
H 3.394 1.429 0.737
H 2.221 1.324 -1.361
C -2.378 0.304 0.612
C -3.578 0.538 -0.308
N -4.247 1.776 0.042
C -4.509 -0.669 -0.260
O -5.637 -0.662 0.173
O -3.930 -1.782 -0.754
H -1.715 1.171 0.562
H -1.827 -0.593 0.322
H -2.709 0.186 1.650
H -3.214 0.618 -1.339
H -5.032 1.928 -0.589
H -4.668 1.667 0.962
H -4.589 -2.492 -0.667

=====

(b)
ORCA calculation (the ωB97M-V functional and the def2-TZVPD basis) on C8H16N2O4 in the gas phase.

Summary:
HOMO   -9.50 eV
Multiplicity   1
Gap between HOMO and LUMO   0.372 Eh
LUMO level   0.61 eV

Atoms and positions in Å:
C -2.933 2.491 2.311
C -2.202 1.149 1.860
C -3.257 0.318 0.967
C -0.832 1.394 1.106
N -0.859 2.150 -0.162
C -0.149 0.045 0.786
O -0.270 -0.854 1.579
N 0.395 -0.043 -0.479
C 1.335 -1.142 -0.759
C 0.811 -1.921 -1.997
O -0.506 -2.392 -1.760
C 2.752 -0.576 -1.022
O 2.992 0.584 -1.176
O 3.657 -1.584 -1.102
H -3.844 2.275 2.882
H -2.314 3.169 2.874
H -3.267 3.029 1.397
H -1.933 0.506 2.727
H -3.543 0.874 0.067
H -2.839 -0.644 0.634
H -4.174 0.139 1.563
H -0.198 1.934 1.799
H -0.920 3.158 0.051
H -1.702 1.946 -0.713
H 0.681 0.817 -0.871
H 1.355 -1.795 0.117
H 0.854 -1.244 -2.870
H 1.467 -2.756 -2.194
H -1.021 -1.597 -1.531
H 4.536 -1.145 -1.277

=====

(c)
ORCA calculation (the ωB97M-V functional and the def2-TZVPD basis) on C8H16N2O4 in the gas phase.

Summary:
HOMO   -9.09 eV
Multiplicity   1
Gap between HOMO and LUMO   0.359 Eh
LUMO level   0.69 eV

Atoms and positions in Å:
C 2.062 0.624 -1.636
C 1.458 0.648 -0.228
C 1.215 2.000 0.309
C 2.375 -0.285 0.628
O 0.287 -0.029 -0.396
C -0.580 -0.491 0.609
N -0.701 -0.087 1.978
C -0.211 -2.061 0.772
O -0.132 -2.992 0.043
C -2.041 -0.542 -0.039
N -1.938 -1.268 -1.280
C -2.760 0.813 -0.273
O -2.480 1.790 0.396
O -3.680 0.821 -1.234
H 1.978 -0.372 -2.110
H 1.250 1.133 -2.250
H 3.039 1.094 -1.785
H 0.688 1.975 1.222
H 0.691 2.483 -0.380
H 2.183 2.399 0.507
H 2.324 -0.339 1.704
H 2.174 -1.307 0.349
H 3.348 -0.007 0.324
H 0.083 0.023 2.676
H -1.487 0.632 2.094
H -0.017 -2.219 1.796
H -2.658 -1.012 0.804
H -0.953 -1.102 -1.695
H -1.738 -2.339 -1.130
H -3.779 0.016 -1.777

=====

We find (a) to be the most stable, with the next structure 0.0023 hartree higher.